Record 1
135
Properties=species:S:1:pos:R:3 method="wB97M-V/def2-TZVPD" total_charge=-2 de_lowest_ev=1.216 e_lumo_ev="3.78 / 3.77" total_energy_ev=-127304.1271 homo_ev="0.10 / 0.13" orbital_gap_ev="3.680 / 3.635"
K -0.218 0.132 0.243
C 0.168 2.833 -4.223
C -1.147 2.480 -4.496
C -1.610 1.240 -4.095
C -0.796 0.304 -3.439
C 0.526 0.699 -3.126
C 0.983 1.952 -3.533
C -1.348 -1.028 -3.125
C -2.231 -1.632 -4.013
C -2.770 -2.882 -3.719
C -2.402 -3.527 -2.513
C -2.892 -4.787 -2.119
C -2.508 -5.366 -0.907
C -1.620 -4.700 -0.077
C -1.101 -3.460 -0.453
C -1.473 -2.839 -1.662
N -0.970 -1.614 -1.965
H 0.560 3.793 -4.540
H -1.812 3.171 -5.002
H -2.644 0.973 -4.276
H 2.011 2.215 -3.320
H -2.478 -1.144 -4.947
H -3.448 -3.372 -4.409
H -3.587 -5.301 -2.776
H -2.907 -6.333 -0.616
H -1.335 -5.139 0.874
H -0.402 -2.937 0.191
O 1.974 -0.484 6.731
C 0.881 -0.890 5.992
O -0.150 -1.083 6.563
C 1.176 -1.060 4.561
C 2.386 -1.511 4.063
N 2.282 -1.528 2.732
N 1.078 -1.089 2.317
C 0.389 -0.792 3.402
C -0.976 -0.093 3.280
O -1.952 -0.675 3.769
O -0.905 1.003 2.670
H 2.654 -0.173 6.122
H 3.285 -1.845 4.558
H 3.017 -1.735 2.052
C 2.392 1.938 2.317
C 3.341 1.705 1.167
C 4.656 2.117 1.277
C 5.521 1.971 0.188
C 5.034 1.425 -1.014
C 5.822 1.329 -2.181
C 5.299 0.789 -3.357
C 4.002 0.323 -3.380
C 3.178 0.408 -2.237
S 1.616 -0.414 -2.274
C 3.660 0.985 -1.029
N 2.846 1.126 0.051
H 2.452 2.976 2.656
H 2.644 1.305 3.174
H 1.358 1.729 2.053
H 4.995 2.571 2.203
H 6.554 2.298 0.243
H 6.845 1.687 -2.144
H 5.916 0.725 -4.248
H 3.589 -0.125 -4.277
C -1.696 4.207 1.697
Sb -2.093 2.974 -0.007
C -4.210 2.851 0.363
C -2.221 4.576 -1.522
C -1.889 5.929 -0.998
C -2.879 6.673 -0.348
C -2.618 7.902 0.231
C -1.333 8.425 0.170
C -0.344 7.711 -0.489
C -0.592 6.473 -1.087
C 0.523 5.773 -1.795
Sb 1.447 4.142 -0.645
C 3.340 4.303 -1.663
C 2.147 5.448 0.933
H -2.432 5.003 1.801
H -0.701 4.646 1.631
H -1.727 3.532 2.553
H -4.642 3.808 0.659
H -4.357 2.113 1.151
H -4.697 2.487 -0.542
H -3.252 4.546 -1.882
H -1.575 4.266 -2.340
H -3.878 6.253 -0.289
H -3.410 8.445 0.733
H -1.103 9.381 0.623
H 0.657 8.124 -0.555
H 1.317 6.483 -2.036
H 0.190 5.315 -2.727
H 3.572 5.355 -1.839
H 3.360 3.759 -2.606
H 4.099 3.873 -1.008
H 2.378 6.442 0.547
H 3.059 4.999 1.332
H 1.417 5.538 1.736
C 3.437 -5.723 -2.884
C 3.286 -5.143 -1.482
C 2.357 -3.944 -1.477
S 2.270 -3.073 0.106
O 3.680 -2.894 0.605
C 1.565 -4.434 1.141
C 2.604 -5.116 2.015
C 1.934 -5.899 3.140
H 4.124 -6.571 -2.888
H 3.823 -4.971 -3.574
H 2.473 -6.061 -3.270
H 4.257 -4.833 -1.090
H 2.898 -5.911 -0.808
H 1.319 -4.194 -1.721
H 2.679 -3.176 -2.186
H 1.058 -5.142 0.486
H 0.801 -3.955 1.759
H 3.281 -4.366 2.425
H 3.225 -5.778 1.406
H 1.350 -5.229 3.774
H 2.674 -6.401 3.766
H 1.255 -6.657 2.743
N -3.112 -0.519 0.031
C -3.552 -1.500 0.456
N -4.019 -2.634 0.949
C -3.816 -2.914 2.370
C -5.090 -2.620 3.154
C -6.290 -3.342 2.540
C -6.438 -2.998 1.056
C -5.142 -3.299 0.309
H -2.992 -2.305 2.742
H -3.550 -3.974 2.457
H -5.255 -1.539 3.147
H -4.949 -2.912 4.197
H -7.206 -3.089 3.080
H -6.150 -4.425 2.641
H -6.674 -1.934 0.947
H -7.261 -3.564 0.610
H -5.181 -2.987 -0.734
H -4.936 -4.375 0.318

=====

Record 2
17
Properties=species:S:1:pos:R:3 method="wB97M-V/def2-TZVPD" total_charge=0 de_lowest_ev=1.413 e_lumo_ev=0.81 total_energy_ev=-7863.1406 homo_ev=-9.82 orbital_gap_ev=10.628
C 2.000 -0.219 -1.389
C 2.156 -0.987 -0.047
O 2.408 -2.172 -0.012
N 1.920 -0.319 1.177
H 2.177 0.917 -1.024
H 0.910 -0.302 -1.672
H 2.049 -0.825 2.018
H 1.895 0.649 1.272
H 2.578 -0.401 -2.198
C -2.618 0.693 0.925
C -1.839 0.245 -0.392
H -3.022 -0.252 1.383
H -1.834 1.044 1.694
H -3.334 1.435 0.732
H -1.322 -0.615 -0.449
H -1.339 1.020 -0.913
H -2.783 0.086 -1.105

=====

Please write out number 2 again, unchanged.
17
Properties=species:S:1:pos:R:3 method="wB97M-V/def2-TZVPD" total_charge=0 de_lowest_ev=1.413 e_lumo_ev=0.81 total_energy_ev=-7863.1406 homo_ev=-9.82 orbital_gap_ev=10.628
C 2.000 -0.219 -1.389
C 2.156 -0.987 -0.047
O 2.408 -2.172 -0.012
N 1.920 -0.319 1.177
H 2.177 0.917 -1.024
H 0.910 -0.302 -1.672
H 2.049 -0.825 2.018
H 1.895 0.649 1.272
H 2.578 -0.401 -2.198
C -2.618 0.693 0.925
C -1.839 0.245 -0.392
H -3.022 -0.252 1.383
H -1.834 1.044 1.694
H -3.334 1.435 0.732
H -1.322 -0.615 -0.449
H -1.339 1.020 -0.913
H -2.783 0.086 -1.105